Computed, not measured: 3 unconnected molecules or ions with the total composition C13H30BrNO5PS2 at a distorted geometry, with ωB97M-V/def2-TZVPD.

Summary:
* maximum force: 1.4 eV/A
* frontier orbital gap (alpha / beta): 8.71 / 9.36 eV
* spin multiplicity: 2
* charge: 0
* expectation value of S²: 0.754

```
53
Properties=species:S:1:pos:R:3:forces:R:3:lowdin_charge:R:1
C 2.7452 2.4036 1.4583 -0.319 -0.213 -0.320 -0.010
C 2.0654 1.7701 2.6450 0.375 0.400 0.939 -0.488
C 2.8496 2.2004 3.8798 -0.640 0.043 0.073 -0.020
C 2.1081 0.2686 2.6061 -0.353 0.459 -0.181 -0.158
C 1.2222 -0.3512 1.5742 0.015 -0.307 0.711 -0.681
O 1.7154 -0.2403 0.2457 -0.145 0.548 -0.724 -0.062
P 1.3802 -2.1987 1.8383 0.291 -0.009 0.265 0.651
O 0.3561 -2.5817 0.6521 -0.369 -0.464 -1.049 -0.395
Br 0.0492 -2.4658 3.6248 0.024 -0.307 0.159 0.349
C -0.1888 0.1492 1.7146 0.413 0.430 -0.037 -0.134
C -0.4087 1.6506 1.9887 -0.319 -0.231 -0.083 -0.442
C -0.6352 2.4380 0.6918 0.308 -0.082 0.355 -0.009
C -1.6750 1.7370 2.8101 0.298 -0.025 0.395 -0.028
N 0.6714 2.2626 2.8172 0.428 0.041 -1.329 -0.110
O 0.5941 3.5365 2.8810 -0.161 -0.067 0.547 0.002
H 2.2006 2.2935 0.5403 -0.239 -0.074 -0.471 0.068
H 2.9016 3.4433 1.6447 0.063 0.729 0.049 0.083
H 3.6899 1.9153 1.3323 0.703 -0.196 -0.150 0.095
H 3.1233 3.2304 3.8080 0.346 0.650 -0.032 0.075
H 2.2164 2.1207 4.7441 -0.263 -0.221 0.559 0.089
H 3.7136 1.5789 4.0229 0.531 -0.209 -0.010 0.086
H 1.7874 -0.0897 3.5705 -0.183 -0.279 0.542 0.102
H 3.1303 -0.0327 2.4799 0.606 -0.252 -0.165 0.123
H 1.1700 0.4101 -0.2399 0.261 -0.393 0.105 0.090
H 0.5976 -1.9982 -0.1002 -0.239 -0.237 0.214 0.051
H -0.7123 -0.1152 0.8174 -0.490 -0.071 -0.557 0.118
H -0.6652 -0.4011 2.4961 -0.223 -0.228 0.528 0.013
H -0.8910 1.7688 -0.1044 -0.105 -0.219 -0.484 0.038
H 0.2150 3.0304 0.4111 0.451 0.192 -0.204 0.076
H -1.4494 3.1205 0.8195 -0.477 0.523 0.109 0.081
H -1.5880 1.0914 3.6656 -0.031 -0.341 0.522 0.082
H -1.7940 2.7403 3.1749 -0.292 0.553 -0.021 0.084
H -2.5224 1.4123 2.2343 -0.465 -0.004 -0.330 0.094
C 0.7022 -0.1467 -4.0842 0.175 -0.061 0.111 -0.260
S -0.4061 1.1216 -3.4936 -0.006 0.174 -0.086 0.840
O -0.6593 0.8241 -2.0464 0.102 -0.272 0.021 -0.571
C -1.8357 0.5314 -4.3963 -0.183 -0.008 0.059 -0.258
H 1.6696 -0.0025 -3.6059 -0.021 0.036 0.021 0.054
H 0.2641 -1.1047 -3.8130 0.070 -0.115 -0.105 0.017
H 0.8122 -0.0650 -5.1646 -0.023 0.012 -0.017 0.062
H -2.0289 -0.5063 -4.1242 0.068 -0.012 -0.034 0.029
H -1.6399 0.6127 -5.4648 0.010 0.020 -0.009 0.060
H -2.6795 1.1628 -4.1272 0.003 0.047 0.005 0.052
C -2.6771 -2.8249 -1.8927 -0.058 0.053 0.032 -0.256
S -1.2577 -3.4864 -2.7632 0.043 -0.004 0.177 0.817
O -1.1987 -2.7768 -4.0743 -0.066 0.034 -0.109 -0.565
C -1.9537 -5.1057 -3.0835 -0.048 -0.075 -0.020 -0.264
H -2.4531 -1.7899 -1.6402 0.050 0.030 -0.005 0.044
H -3.5517 -2.8724 -2.5421 0.026 -0.014 -0.021 0.062
H -2.8365 -3.3962 -0.9805 0.007 -0.015 0.061 0.059
H -2.8797 -4.9958 -3.6469 0.001 0.033 -0.012 0.060
H -2.1347 -5.6098 -2.1350 0.017 -0.008 0.014 0.057
H -1.2284 -5.6678 -3.6663 0.034 0.005 -0.011 0.051
```
Forces are in eV/Å.



Computed, not measured: 10 unconnected molecules or ions with the total composition C20H60O10 at a distorted geometry, with ωB97M-V/def2-TZVPD.

Summary:
* energy above the lowest of the compared OMol25 structures with the same formula, charge and spin: 1.452 eV
* maximum force: 2.1 eV/A
* SMILES string: CCO.CCO.CCO.CCO.CCO.CCO.CCO.CCO.CCO.CCO
* frontier orbital gap: 10.37 eV
* charge: 0

```
90
Properties=species:S:1:pos:R:3:forces:R:3:lowdin_charge:R:1
C 5.2528 1.2049 -0.4091 1.509 1.089 0.587 -0.095
C 3.8536 0.7768 -0.0883 -0.400 -1.429 -0.923 -0.323
O 3.8528 -0.5296 0.4895 -0.213 0.350 0.303 -0.091
H 5.3607 2.1782 -0.9013 -0.501 0.008 -0.011 0.072
H 5.8268 0.5214 -1.0363 -0.561 -0.384 -0.069 0.076
H 5.8749 1.3018 0.4902 -0.242 -0.063 0.130 0.071
H 3.3444 0.6474 -1.0527 -0.212 0.160 0.140 0.093
H 3.2230 1.4348 0.5125 0.458 0.446 0.027 0.085
H 3.9029 -0.4494 1.4628 0.215 -0.239 -0.506 0.030
C -0.8481 -3.7946 -3.6390 -1.180 0.279 -0.791 -0.080
C -0.5127 -3.4116 -2.2245 -0.013 0.289 -0.371 -0.263
O -0.9220 -2.0390 -2.0110 -0.347 -0.111 0.714 -0.127
H -0.5006 -3.0571 -4.3664 0.528 -0.077 0.190 0.071
H -1.9354 -3.7181 -3.7627 -0.002 -0.267 0.144 0.073
H -0.5593 -4.7960 -3.9567 0.227 -0.003 0.243 0.079
H 0.5639 -3.4907 -2.0751 -0.059 0.165 0.396 0.119
H -1.0828 -4.0030 -1.5109 0.349 -0.318 0.050 0.100
H -1.8580 -2.1136 -1.7183 0.523 -0.048 -0.571 0.076
C -3.9047 -5.5041 -1.7676 -0.262 -0.845 1.169 -0.086
C -4.1334 -4.3353 -0.8207 0.212 -0.175 -0.657 -0.303
O -3.4739 -3.2001 -1.3639 -0.043 0.477 0.345 -0.116
H -4.4824 -6.3399 -1.3512 -0.282 0.076 -0.369 0.075
H -2.8956 -5.9169 -1.7152 0.241 0.540 -0.260 0.069
H -4.2083 -5.3104 -2.7910 0.014 0.114 -0.016 0.077
H -3.7609 -4.5781 0.1814 0.081 0.038 -0.041 0.114
H -5.2076 -4.1378 -0.7324 0.016 0.019 -0.038 0.113
H -3.6410 -2.4440 -0.7674 -0.025 -0.093 -0.046 0.045
C -1.4325 2.9537 -4.0490 0.131 -0.133 -0.014 -0.078
C -0.3080 3.0673 -3.0339 0.177 1.122 -0.303 -0.315
O -0.5343 4.1343 -2.1094 -0.379 0.211 0.067 -0.080
H -2.4183 2.7141 -3.6494 0.149 -0.278 0.159 0.072
H -1.0968 2.2131 -4.7790 -0.360 -0.148 0.020 0.067
H -1.5471 3.8961 -4.5874 0.138 0.091 0.123 0.074
H 0.5456 3.3982 -3.6416 0.259 -0.459 0.284 0.102
H -0.0609 2.1655 -2.4786 -0.096 -0.251 -0.412 0.079
H -0.3936 3.8440 -1.2073 0.025 -0.108 0.015 0.052
C -4.4822 -0.0965 2.5243 -0.221 -0.849 0.219 -0.063
C -4.8335 -0.9151 1.2835 0.069 -0.150 0.188 -0.277
O -3.6783 -1.1313 0.4665 -0.221 0.203 0.028 -0.112
H -5.3535 0.2936 3.0496 -0.114 0.188 -0.312 0.078
H -3.7770 0.7055 2.3107 -0.053 0.079 0.006 0.080
H -4.0456 -0.8085 3.2279 0.396 0.388 0.064 0.062
H -5.6595 -0.5094 0.6952 0.142 0.238 -0.062 0.111
H -5.1284 -1.9172 1.6016 -0.206 0.041 -0.008 0.112
H -3.0779 -0.3816 0.5568 0.237 -0.120 -0.084 0.071
C 1.6736 4.6072 2.4644 0.053 0.018 1.255 -0.091
C 2.0930 6.0872 2.5136 -0.398 -1.495 -1.406 -0.290
O 1.5117 6.7733 1.3968 0.349 0.110 0.202 -0.083
H 0.6494 4.5072 2.8261 -0.104 -0.194 -0.363 0.077
H 2.2988 4.0566 3.1744 -0.134 0.179 0.243 0.044
H 1.8353 4.0576 1.5402 -0.159 0.594 -0.391 0.055
H 3.1785 6.0339 2.4153 0.079 0.761 0.385 0.109
H 1.7093 6.5382 3.4253 0.457 0.078 0.196 0.108
H 2.2329 7.1834 0.9131 -0.173 0.094 -0.099 0.076
C 3.5883 1.6629 3.7609 -0.442 -0.060 1.026 -0.075
C 3.1660 0.1982 3.9336 0.235 0.355 -0.730 -0.258
O 4.0824 -0.6342 3.2024 -0.199 -0.189 0.636 -0.101
H 3.2380 2.1976 2.8822 -0.058 -0.437 -0.257 0.037
H 4.6740 1.7371 3.8063 0.024 -0.033 0.003 0.080
H 3.1843 2.1934 4.6306 0.096 0.238 -0.144 0.075
H 2.1712 -0.0302 3.5423 0.011 0.234 0.046 0.107
H 3.1570 -0.0622 4.9938 0.122 -0.061 -0.063 0.113
H 4.6707 -1.0433 3.8410 0.156 -0.100 -0.236 0.099
C 2.1691 0.7314 -4.9670 -1.707 -0.023 -0.561 -0.075
C 1.6015 -0.3197 -4.0051 2.055 0.348 0.050 -0.344
O 0.2065 -0.3407 -4.0464 -0.180 0.356 0.114 -0.074
H 3.2442 0.8520 -5.0471 0.113 -0.404 0.298 0.072
H 1.7241 1.7017 -4.7308 0.153 0.011 0.088 0.051
H 1.7520 0.4599 -5.9430 0.331 0.199 -0.175 0.076
H 2.0446 -0.0809 -3.0307 -0.538 -0.089 0.398 0.090
H 2.0456 -1.2823 -4.2756 -0.204 -0.269 -0.058 0.107
H -0.1337 -0.7255 -3.2243 -0.076 -0.198 -0.174 0.046
C 0.3044 1.6745 0.8317 0.873 -0.692 -0.119 -0.069
C -0.1905 0.6965 -0.2093 -0.145 -0.306 -0.817 -0.303
O -0.7536 -0.4602 0.3854 -0.526 0.091 0.793 -0.090
H -0.4243 1.9872 1.5774 -0.198 0.096 -0.243 0.086
H 0.7765 2.5181 0.3262 -0.307 0.217 0.057 0.060
H 1.1319 1.1835 1.3538 -0.109 0.022 0.228 0.063
H 0.6249 0.3385 -0.8516 0.217 0.431 0.121 0.111
H -0.9150 1.1619 -0.8944 -0.086 0.017 0.244 0.106
H -0.7835 -1.1730 -0.2728 0.220 0.113 -0.105 0.058
C -1.6267 -3.3230 4.3421 -0.281 0.332 -0.855 -0.080
C -1.5336 -2.4403 3.0893 -0.881 -0.270 0.898 -0.332
O -0.8829 -1.2444 3.4660 0.387 0.193 -0.131 -0.084
H -0.6167 -3.3470 4.7456 -0.149 -0.396 0.365 0.075
H -2.0090 -4.3003 4.0416 0.414 -0.193 0.070 0.070
H -2.3599 -2.9574 5.0599 0.288 0.345 0.150 0.069
H -2.5453 -2.1897 2.7533 0.083 -0.246 -0.313 0.078
H -1.0288 -3.0273 2.3188 0.246 0.369 -0.209 0.112
H -0.7831 -0.6792 2.6890 -0.011 -0.209 -0.167 0.050
```
Forces are in eV/Å.



Computed, not measured: 13 unconnected molecules or ions with the total composition C19H64N20O13 at a distorted geometry, with ωB97M-V/def2-TZVPD.

Summary:
* energy above the lowest of the compared OMol25 structures with the same formula, charge and spin: 6.490 eV
* maximum force: 8.2 eV/A
* frontier orbital gap: 9.39 eV
* charge: 0

```
116
Properties=species:S:1:pos:R:3:forces:R:3:lowdin_charge:R:1
C 0.1265 5.2921 -1.4301 0.610 -0.447 -0.133 -0.035
C 1.1385 4.7666 -2.4629 0.484 -0.555 0.225 -0.481
C 1.6787 5.7948 -3.3610 0.025 0.883 -2.388 -0.067
O 2.3500 4.2031 -1.9294 -0.252 -0.176 1.296 -0.071
H -0.8243 5.5252 -1.9094 0.130 0.134 -0.146 0.067
H 0.4897 6.1989 -0.9464 0.096 0.031 -0.045 0.089
H -0.0568 4.5499 -0.6531 -0.070 -0.094 0.111 0.046
H 0.7725 3.9683 -3.1086 -1.021 0.019 0.223 0.127
H 0.9304 6.5261 -3.6667 0.119 0.355 0.321 0.091
H 1.9060 5.2936 -4.3018 0.144 -0.015 -0.162 0.062
H 2.6378 6.2184 -3.0631 -0.390 0.308 0.544 0.093
H 2.0803 3.6841 -1.1681 0.213 -0.259 0.172 0.053
C 1.5276 -0.6958 4.8249 -0.032 -0.750 0.962 -0.034
C 2.4483 0.1128 5.7783 -0.238 0.292 0.686 -0.458
C 2.7600 -0.4396 7.2033 -1.143 -1.076 -1.461 -0.042
O 3.6840 0.3018 5.0918 -0.090 0.091 -0.021 -0.070
H 0.5170 -0.8553 5.2009 0.091 -0.152 0.417 0.078
H 2.0031 -1.6597 4.6434 -0.193 -0.237 0.270 0.061
H 1.3344 -0.3548 3.8078 0.563 0.956 0.031 0.062
H 2.0212 1.0863 6.0189 -0.283 0.310 -0.486 0.124
H 3.2513 0.2752 7.8634 0.160 -0.123 -0.361 0.079
H 3.2654 -1.3998 7.0997 0.616 0.162 0.177 0.072
H 1.8102 -0.7420 7.6445 -0.176 0.321 0.211 0.074
H 3.3538 0.6602 4.2648 0.622 0.174 -0.454 0.073
C -0.0063 1.6193 -0.9935 0.417 -1.475 -0.021 -0.007
C -0.1949 0.4174 -0.0773 -1.860 -0.099 -1.830 -0.527
C 0.4890 -0.8527 -0.3977 2.463 -0.676 -2.360 -0.053
O 0.1421 0.7946 1.1932 0.660 0.469 2.454 -0.058
H -0.1783 1.2252 -1.9950 -0.364 0.577 -0.242 0.087
H 1.0391 1.9235 -0.9412 0.032 0.261 0.072 0.074
H -0.6981 2.4027 -0.6843 0.113 0.045 -0.317 0.057
H -1.2590 0.1811 -0.0694 -0.457 0.166 -0.234 0.111
H 0.4062 -1.7117 0.2681 -0.429 0.276 0.120 0.082
H 1.5496 -0.6984 -0.5965 0.755 0.526 1.384 0.072
H 0.4350 -1.1900 -1.4328 -1.811 -0.311 -0.185 0.074
H 0.2304 -0.0613 1.6189 0.358 -0.013 0.856 0.089
C 2.8482 2.7430 -4.7821 -2.099 2.851 -4.479 -0.838
O 2.0441 3.1283 -5.6445 0.567 0.609 0.274 0.012
N 2.6313 1.6925 -4.1223 -2.397 -5.760 3.783 0.173
N 3.9980 3.2519 -4.4981 3.569 2.449 0.030 0.182
H 3.1972 1.5120 -3.3054 -0.564 -0.256 0.020 0.113
H 1.6420 1.4906 -4.0988 0.123 -0.595 0.316 0.125
H 4.3642 3.9389 -5.1415 0.313 -0.126 0.547 0.131
H 4.5162 2.7831 -3.7688 0.501 0.828 -0.497 0.115
C 2.6076 -5.4112 0.5078 3.879 -2.184 1.473 -0.768
O 2.4309 -5.2035 1.6667 -2.045 1.400 3.191 0.050
N 2.5433 -4.6401 -0.4983 -2.218 4.646 -4.229 0.197
N 3.4272 -6.4246 0.1822 0.942 -3.468 -0.953 0.137
H 2.3362 -3.6594 -0.3741 -0.455 -0.051 -0.005 0.117
H 2.8675 -4.9312 -1.4094 0.008 0.251 0.551 0.106
H 3.3403 -6.7843 -0.7575 0.542 -0.382 0.381 0.095
H 3.9008 -6.9589 0.8967 -0.633 -0.105 -0.203 0.113
C -1.5098 -4.9043 -0.0423 -0.452 2.034 0.105 -0.780
O -1.0724 -3.8333 -0.4273 0.692 0.809 -1.139 0.010
N -2.4995 -5.5846 -0.5377 -3.867 -2.036 -3.327 0.171
N -1.1995 -5.4252 1.0969 2.384 -0.759 3.075 0.188
H -3.0105 -6.2158 0.0627 0.132 0.153 -0.407 0.111
H -2.9362 -5.3845 -1.4262 0.308 0.222 0.133 0.117
H -0.4129 -4.9356 1.4990 -0.087 -0.696 1.012 0.119
H -1.6008 -6.3190 1.3423 0.912 0.357 0.567 0.121
C -2.7808 -1.0023 -2.8595 -1.695 1.726 0.388 -0.773
O -1.9796 -0.5415 -3.6111 2.837 0.726 -2.337 0.050
N -3.7603 -0.2285 -2.3758 -1.801 1.285 1.178 0.166
N -2.8671 -2.2442 -2.4785 0.153 -2.735 0.748 0.198
H -3.8245 0.7462 -2.6323 0.253 -0.198 -0.017 0.066
H -4.4837 -0.6212 -1.7904 0.179 0.209 -0.191 0.097
H -2.1713 -2.8351 -2.9107 -0.074 -0.738 0.541 0.060
H -3.2155 -2.3990 -1.5432 0.294 -0.537 -0.317 0.097
C -0.6557 3.0322 3.6463 0.372 4.787 1.918 -0.814
O -0.8038 3.6445 4.6783 0.454 1.242 1.458 0.045
N -1.2408 1.9507 3.4218 -3.550 -7.369 -0.865 0.164
N -0.1271 3.5080 2.5254 2.287 1.742 -2.863 0.167
H -0.9923 1.4110 2.6051 -0.198 -0.269 -0.005 0.069
H -1.8544 1.5269 4.1029 0.561 0.208 0.020 0.117
H 0.2511 2.8224 1.8875 -0.003 0.101 -0.190 0.075
H 0.2781 4.4309 2.4612 0.070 -0.301 0.556 0.115
C -0.1194 -4.0216 -3.8533 -3.920 0.791 1.175 -0.748
O -1.3107 -4.3397 -3.9744 0.583 -0.272 -0.462 0.004
N 0.8096 -4.7168 -3.2994 3.700 -4.382 1.089 0.160
N 0.2929 -2.7773 -3.8751 -0.297 3.409 -1.584 0.175
H 0.7082 -5.7014 -3.0985 0.030 0.207 -0.323 0.124
H 1.7300 -4.3204 -3.4247 0.002 -0.754 0.413 0.101
H 1.2744 -2.5392 -3.8853 -0.596 0.395 -0.005 0.114
H -0.4580 -2.1188 -4.0248 0.450 0.878 -0.344 0.084
C -2.4843 -1.8055 2.5755 1.132 -0.268 2.402 -0.818
O -1.9969 -2.7171 3.1664 1.214 -2.885 1.939 0.050
N -2.8777 -0.6867 3.1600 -1.280 2.720 1.443 0.165
N -2.5553 -1.7138 1.3096 -0.942 0.409 -6.119 0.203
H -3.3133 -0.0326 2.5255 -0.093 0.514 0.774 0.070
H -2.7360 -0.5118 4.1446 -0.281 -0.303 -0.404 0.111
H -2.2630 -2.4290 0.6591 0.278 -0.195 0.341 0.084
H -2.9716 -0.8731 0.9354 0.133 -0.220 -0.461 0.058
C -3.9985 2.0173 0.5001 0.867 -0.387 1.251 -0.770
O -3.8959 0.8191 0.6103 0.736 -1.877 0.451 0.036
N -3.2086 2.9583 0.9225 3.090 1.423 1.564 0.212
N -5.0471 2.5467 -0.0411 -3.773 0.364 -2.717 0.152
H -2.4600 2.7186 1.5567 0.252 0.440 -0.068 0.090
H -3.3686 3.9041 0.6064 0.506 -0.169 0.602 0.117
H -5.6382 1.7646 -0.2839 -1.133 0.876 -0.230 0.137
H -5.3088 3.5000 0.1659 -0.690 -0.552 -0.052 0.138
C 3.9160 -1.8278 2.1797 -3.722 0.228 -4.262 -0.774
O 3.2060 -1.5504 1.1766 1.031 -0.180 0.416 -0.026
N 4.9660 -1.1810 2.5259 2.906 2.612 0.874 0.182
N 3.6506 -2.8490 2.9292 -0.856 -2.845 2.122 0.177
H 5.2189 -1.4037 3.4781 0.821 0.962 -0.178 0.113
H 5.0441 -0.2770 2.0823 0.423 0.086 0.639 0.127
H 3.8216 -2.7698 3.9215 -0.023 -0.698 -0.280 0.111
H 3.1562 -3.6065 2.4799 -0.600 -0.253 0.608 0.072
C -3.3528 3.6388 -3.2747 -2.650 -2.597 -0.738 -0.753
O -2.7931 3.9213 -4.2789 1.927 1.327 -1.553 0.099
N -3.0526 3.8279 -2.0153 2.387 2.087 1.919 0.177
N -4.4421 2.8268 -3.2884 -2.092 -1.170 -0.951 0.127
H -2.0923 4.1360 -1.9601 -0.294 0.169 1.289 0.077
H -3.7293 3.5993 -1.3012 0.965 0.013 -0.239 0.047
H -4.7387 2.4378 -4.1720 -0.201 0.283 0.248 0.118
H -4.9676 2.6679 -2.4406 -0.047 -0.154 -0.517 0.064
```
Forces are in eV/Å.



- What is the formula in the second record?
  C20H60O10



- Look up the charge of the first one.
  0



- Among the records above, which one has the highest maximum force?
  C19H64N20O13